No. 1
{
  "formula": "CH2BrNOS",
  "method": "ωB97M-V/def2-TZVPD",
  "elements": ["C", "N", "O", "S", "Br", "H", "H"],
  "positions_angstrom": [[0.891672, 0.317337, -0.058914], [-0.402734, -0.298445, 0.440893], [0.938744, 1.369259, -0.614875], [-1.935763, 0.234055, 0.174961], [2.399025, -0.779380, 0.143868], [-0.245689, -1.203085, 0.942501], [-1.645258, 0.360256, -1.028435]],
  "forces_ev_per_a": [[-4.1408, 0.2385, 0.5062], [5.6402, -1.3610, 0.8714], [-0.1151, -0.6192, 0.3156], [-1.1287, 0.5520, 2.3582], [0.3103, -0.5604, 0.3357], [-0.3342, 1.2649, -0.9166], [-0.2317, 0.4852, -3.4705]],
  "mulliken_charge": [0.59, -0.31, -0.42, -0.06, -0.14, 0.25, 0.10],
  "homo_energy_ev": -9.17,
  "total_energy_ev": -85483.7903,
  "smiles": "O=C(Br)NS",
  "largest_force_ev_per_a": 5.87,
  "e_above_lowest_kcal_mol": 16.4
}


No. 2
{
  "formula": "C22H48BN3O44S9",
  "method": "ωB97M-V/def2-TZVPD",
  "elements": ["N", "H", "H", "H", "H", "N", "H", "H", "H", "H", "N", "H", "H", "H", "H", "O", "C", "O", "B", "O", "C", "O", "O", "C", "O", "C", "O", "O", "C", "C", "O", "S", "O", "O", "O", "H", "H", "H", "H", "C", "C", "O", "S", "O", "O", "O", "H", "H", "H", "H", "C", "C", "O", "S", "O", "O", "O", "H", "H", "H", "H", "C", "C", "O", "S", "O", "O", "O", "H", "H", "H", "H", "C", "C", "O", "S", "O", "O", "O", "H", "H", "H", "H", "C", "C", "O", "S", "O", "O", "O", "H", "H", "H", "H", "C", "C", "O", "S", "O", "O", "O", "H", "H", "H", "H", "C", "C", "O", "S", "O", "O", "O", "H", "H", "H", "H", "C", "C", "O", "S", "O", "O", "O", "H", "H", "H", "H"],
  "positions_angstrom": [[-6.262114, 0.203561, -1.252563], [-7.122026, -0.287252, -1.053184], [-5.768385, 0.296361, -0.376370], [-6.463266, 1.131377, -1.597229], [-5.784258, -0.201983, -2.044569], [-1.604010, 4.529277, 2.663897], [-2.180125, 4.661332, 1.844904], [-1.650528, 3.544985, 2.885457], [-1.974597, 4.854375, 3.545417], [-0.713111, 5.005060, 2.659231], [-2.253159, 3.451461, -3.803249], [-3.036567, 3.479014, -4.440129], [-2.460184, 2.921728, -2.968597], [-1.989098, 4.386810, -3.528476], [-1.464571, 3.071215, -4.306864], [-0.190010, 0.992699, -3.940858], [-0.283801, 0.725271, -2.774885], [-1.100617, 1.263964, -1.946985], [-1.266206, 0.430095, -0.730687], [-0.361768, -0.700512, -0.951112], [0.254922, -0.606391, -2.127489], [1.027880, -1.354172, -2.662654], [-1.016646, 1.170504, 0.520393], [-2.106772, 1.347392, 1.217260], [-2.139945, 2.000651, 2.297522], [-3.269126, 0.523805, 0.577276], [-2.674534, -0.009117, -0.552040], [-4.514230, 0.518856, 0.858206], [3.832890, -4.176833, -0.183523], [2.888938, -3.008749, -0.462741], [3.080106, -2.147028, 0.635260], [4.605408, -2.341414, 1.418765], [4.518211, -2.147064, 2.845544], [5.656274, -1.745820, 0.618788], [4.561814, -3.967960, 1.016713], [4.386894, -4.398126, -1.095778], [3.284535, -5.116595, -0.118314], [1.827494, -3.193105, -0.628402], [3.259376, -2.617901, -1.410442], [3.868980, 0.199367, -2.120018], [5.279857, 0.592294, -1.932416], [6.061262, -0.503735, -2.523641], [5.330980, -1.436954, -3.600989], [5.565974, -2.848101, -3.199706], [5.804817, -1.049908, -4.923513], [3.829117, -0.770354, -3.146896], [3.365618, 1.107887, -2.450657], [3.494833, -0.122989, -1.148319], [5.708844, 0.670034, -0.933396], [5.546884, 1.560546, -2.355835], [2.056504, 3.753997, -3.192053], [3.552318, 4.295372, -3.258314], [3.751659, 4.349986, -4.723935], [2.668101, 3.476251, -5.672361], [3.451671, 2.402417, -6.333145], [1.934077, 4.370333, -6.575572], [1.765508, 3.066981, -4.370417], [1.385799, 4.604433, -3.069481], [1.868742, 3.191205, -2.277666], [4.151347, 3.471222, -2.870979], [3.812671, 5.239669, -2.780160], [1.050114, -1.604175, -6.280948], [2.473906, -0.892239, -6.118152], [3.265080, -1.984851, -5.781164], [2.630482, -3.477488, -5.595308], [2.667688, -4.062953, -4.262855], [3.242737, -4.298570, -6.693020], [1.127776, -3.004509, -5.962393], [0.790424, -1.572770, -7.339098], [0.269574, -1.056345, -5.752993], [2.544957, -0.167206, -5.307365], [2.819520, -0.393535, -7.023655], [2.423882, 0.599057, 2.573001], [3.596176, 1.470455, 2.560957], [3.303934, 2.523223, 1.708166], [1.747303, 2.623070, 1.271722], [1.619158, 2.173557, -0.132896], [1.128495, 3.882306, 1.698606], [1.419412, 1.504199, 2.369271], [2.200444, 0.070661, 3.499813], [2.535383, -0.009333, 1.675494], [4.452846, 1.026494, 2.053908], [3.811703, 1.904647, 3.537241], [-6.879493, 1.219828, 3.824571], [-8.237995, 0.633703, 4.237135], [-8.616132, 1.307622, 5.425387], [-7.314206, 1.944858, 6.232773], [-6.971048, 1.200226, 7.436329], [-7.564631, 3.418854, 6.479268], [-6.245181, 1.511559, 5.026833], [-6.659829, 2.144996, 3.291741], [-6.224492, 0.563913, 3.251115], [-8.057245, -0.422301, 4.437828], [-8.961845, 0.736990, 3.428755], [-2.448201, 3.246912, 7.110913], [-2.668279, 1.738721, 6.867703], [-1.523220, 1.159851, 6.240570], [-0.331015, 2.261090, 5.979481], [-0.295503, 2.627371, 4.567298], [0.911215, 1.691409, 6.482501], [-1.025370, 3.405155, 6.930718], [-2.842198, 3.538031, 8.084631], [-3.000219, 3.760516, 6.323775], [-3.461023, 1.729080, 6.119670], [-2.880599, 1.139960, 7.753424], [-1.016636, -5.344356, -2.872846], [-0.047565, -4.402955, -2.088020], [0.515455, -5.151931, -1.087572], [0.757696, -6.741067, -1.572280], [0.559737, -7.672248, -0.503464], [1.988119, -6.845915, -2.383567], [-0.512809, -6.700558, -2.726392], [-0.847240, -4.983868, -3.887466], [-2.060491, -5.329564, -2.559389], [-0.472140, -3.502950, -1.643247], [0.740827, -4.083211, -2.769418], [-1.740124, -2.465876, 2.684843], [-0.346852, -2.383744, 2.078140], [0.673385, -2.673842, 3.050637], [0.053386, -2.480213, 4.613292], [0.792752, -1.427875, 5.362483], [-0.206978, -3.763077, 5.234035], [-1.333179, -1.895016, 3.919773], [-2.129859, -3.483410, 2.713433], [-2.542607, -1.884290, 2.231085], [-0.225293, -1.515603, 1.430330], [-0.214723, -3.190192, 1.356834]],
  "forces_ev_per_a": [[-1.0755, 0.5995, -1.0417], [-0.5661, -0.2880, -0.2535], [1.6325, -0.2453, 0.9002], [-0.6137, 0.5797, 0.1998], [0.6291, -0.9198, 0.2394], [-0.4623, 0.7770, 1.3764], [-0.1319, 0.6360, 0.0762], [1.4187, -1.5225, -0.4404], [-1.1276, 0.9267, 0.1003], [0.9398, -0.6690, -0.7467], [0.0187, 0.5675, -0.1875], [-0.4564, 0.1219, -0.2240], [0.2407, -0.6772, 0.2598], [-0.0378, 0.6276, 0.0432], [0.8373, -0.9196, -0.1361], [0.1275, 0.8202, 0.0920], [0.9279, -2.7761, -1.8996], [-2.0619, 1.7582, 2.0225], [0.8012, -0.6754, 0.1123], [-0.3855, 0.0303, 0.5556], [1.1389, 0.3586, -1.2406], [-1.1969, 0.7355, 1.0317], [-0.6534, 0.4044, -0.0646], [0.7705, 1.2725, 4.2217], [-0.8567, -2.2886, -3.8908], [-2.0076, 0.0912, -1.9520], [-2.5707, 0.6082, 1.9125], [4.8721, -0.1747, -1.0580], [-1.1661, -1.9225, -1.0483], [1.3613, -0.0973, -0.6988], [1.2031, 1.9402, 1.9784], [-0.7735, -2.7801, -2.4209], [-0.3404, -0.0267, -2.1802], [-1.5998, 0.0117, 1.1908], [0.3928, 1.8908, 0.9190], [1.0595, 0.6391, 0.3892], [-0.1685, 0.0029, 0.8753], [0.1515, -0.2976, 0.7115], [-0.1285, 0.7914, 0.0911], [-0.1487, 0.4276, 0.3122], [3.0575, -0.5295, -0.2752], [0.1336, 0.4597, 0.2038], [2.1965, -0.7284, 0.6042], [-1.6917, 3.7012, -0.7540], [-1.7895, -0.3283, 2.1616], [0.2812, -1.3913, -1.1825], [-0.6454, -0.2966, -0.1134], [-0.5666, -0.5938, -0.3231], [-0.6733, -0.4054, 0.3111], [0.0498, -0.2231, -0.8167], [0.8768, 2.3809, 1.5163], [-1.4744, -2.2655, -1.9682], [-0.8043, -0.2490, -0.1989], [2.9356, 1.0783, -1.5784], [-2.6427, 2.1627, 2.5406], [0.9126, -1.7511, 2.4725], [0.0047, -1.1055, -1.3803], [-0.1758, 0.3277, -0.4706], [0.2888, -0.7684, -0.4090], [0.4842, 0.2821, -0.0637], [-0.4184, -0.0353, -0.3493], [0.3982, 1.2516, -1.4544], [-1.8793, -0.8706, 0.5025], [1.5729, -1.9913, 1.0586], [2.0892, -2.1623, -2.8546], [-0.2880, 1.7975, -1.7586], [-2.2308, 2.5431, 3.2964], [0.5073, 0.4401, 0.8725], [-0.0466, 0.0185, -0.0066], [0.0628, -0.5671, 0.5123], [-0.3801, -0.0861, 0.1039], [0.0110, -0.4428, -0.1382], [0.7260, -1.8083, -0.7653], [2.7326, -0.0311, 1.3396], [-1.4995, 3.0262, -2.7902], [1.2728, -0.8197, 0.8090], [0.0065, 1.0960, 2.8116], [0.8295, -2.2251, -1.1746], [-4.4532, 2.2228, -1.2228], [0.2398, -0.1655, -0.2346], [-0.5230, -0.8642, 0.2979], [0.2508, -0.3786, 0.8508], [0.3150, -0.1953, 0.0221], [0.9184, 0.5814, -0.8416], [0.9893, 0.0955, -0.9187], [0.8640, 0.8377, 0.6050], [-0.9636, 2.1345, 2.1927], [-0.4150, 0.7832, -2.6332], [1.0886, -4.7292, -1.9775], [0.2404, 0.5676, 3.2588], [-1.8176, 0.4222, -0.7152], [-0.2369, -0.8481, 0.4154], [-0.2407, -0.0490, 0.1648], [-0.3413, 0.2001, 0.4736], [0.3174, -1.4668, -0.7603], [-0.7807, -0.0670, -0.4964], [1.3610, 1.4170, -0.4024], [0.5367, -2.3753, 0.4205], [-0.8738, 0.5347, 1.6104], [-2.4838, 1.7983, -0.3660], [1.0459, 0.0933, -0.4221], [0.7901, 0.2741, 0.0294], [0.2854, 0.4744, 0.0992], [-0.3367, -0.7468, 0.3683], [-0.0973, 0.2134, -0.1050], [1.0133, 0.2933, 0.1475], [-0.3605, 0.1277, -1.5401], [0.8574, -2.9033, 1.8434], [1.5787, 0.1761, -3.2525], [-0.4798, 1.4431, -0.8307], [-2.8366, 0.6405, 2.1821], [1.1110, 0.8782, 1.8802], [-0.6369, -0.6471, -0.3138], [0.1167, 0.0473, -0.0030], [-0.4065, -0.1981, 0.0152], [0.0276, 0.0920, -0.1579], [1.9439, -0.3552, 0.4701], [0.1314, -1.9596, -2.7572], [-0.7651, 0.7359, 1.6362], [0.5408, 0.6329, -0.5051], [-2.3895, -2.6439, -2.5469], [0.4993, 2.0709, -1.1776], [-1.0970, 0.7370, 3.1990], [0.2255, -0.1619, 0.6720], [0.4204, 0.5440, 0.0953], [0.6154, 0.6964, 0.9347], [-0.0057, -0.2389, -0.1219]],
  "mulliken_charge": [-0.29, 0.44, 0.25, 0.39, 0.35, -0.13, 0.32, 0.26, 0.46, 0.35, -0.24, 0.43, 0.16, 0.40, 0.23, -0.69, 0.12, -0.47, 0.74, 0.17, -0.16, 0.36, 0.09, 0.79, -0.98, 0.32, -0.46, -0.94, -0.14, 2.07, 0.19, 1.09, -0.55, -0.54, -0.50, 0.39, 0.19, -1.03, -1.10, 1.79, -0.22, -0.48, 1.36, -0.59, -0.59, -0.19, -1.15, -0.73, 0.25, 0.33, 0.27, 0.20, -0.42, 1.12, -0.49, -0.58, -0.04, 0.32, -0.33, -0.20, 0.38, -0.27, 0.44, -0.28, 1.02, -0.42, -0.62, -0.35, 0.43, 0.08, -0.36, 0.32, 0.26, -0.39, -0.40, 0.71, -0.31, -0.70, -0.14, 0.38, -0.20, 0.22, 0.28, -0.19, -0.30, -0.32, 1.05, -0.51, -0.53, -0.22, 0.23, 0.13, 0.32, 0.33, -0.36, -0.02, -0.29, 0.98, -0.31, -0.55, -0.37, 0.37, 0.19, 0.05, 0.33, -0.24, 0.62, -0.29, 1.11, -0.53, -0.50, -0.38, 0.30, 0.29, -0.04, -0.32, 0.01, 0.25, -0.22, 1.02, -0.45, -0.57, -0.35, 0.34, 0.11, -0.09, -0.08],
  "homo_energy_ev": -13.59,
  "total_energy_ev": -216320.3105,
  "total_charge": 2,
  "largest_force_ev_per_a": 5.24
}